Entry from the Open Molecules 2025 dataset: C30H43BrCrN2P2S as an isolated structure at a distorted geometry (ωB97M-V/def2-TZVPD).

Properties
Frontier orbital gap (spin up / spin down)   3.708 / 3.932 eV
<S²>   6.14

The geometry in ORCA input format:
```
! RIJCOSX wB97M-V def2-TZVPD def2/J DEFGRID3
* xyz 2 5
C -0.310 4.729 -2.478
C -0.656 3.643 -3.313
C -1.028 3.974 -4.629
C -1.030 5.334 -5.029
N -0.658 6.324 -4.236
C -0.309 6.041 -2.986
C -0.694 2.310 -2.740
C -1.006 1.848 -1.517
C -1.677 1.679 -0.281
C -1.118 0.595 0.449
C -1.837 -0.144 1.363
C -3.065 0.400 1.792
C -3.638 1.469 1.105
C -2.943 2.166 0.126
Cr -0.774 0.309 -2.660
P 2.703 -0.280 1.563
H -1.374 3.243 -5.365
H -0.094 4.606 -1.410
H -1.324 5.650 -6.041
H -0.028 6.886 -2.373
H -3.390 3.062 -0.298
H -0.135 0.259 0.140
H -4.625 1.781 1.426
H -1.408 -1.054 1.774
C 2.077 -1.676 2.525
C 2.517 -3.055 2.029
H 0.977 -1.628 2.521
H 2.382 -1.530 3.567
H 2.191 -3.814 2.750
H 2.048 -3.308 1.070
H 3.606 -3.142 1.928
C 2.653 -0.771 -0.185
C 3.229 0.200 -1.232
H 1.613 -1.034 -0.457
H 3.245 -1.706 -0.234
H 3.422 -0.359 -2.165
H 2.512 1.006 -1.480
H 4.186 0.638 -0.903
C 4.345 0.307 1.953
C 5.437 -0.762 1.868
H 4.324 0.756 2.954
H 4.568 1.127 1.254
H 6.395 -0.314 2.158
H 5.256 -1.603 2.551
H 5.565 -1.164 0.854
Br -3.879 -0.345 3.277
P -1.677 -1.949 -2.469
C -0.022 -2.298 -1.707
C 0.369 -3.795 -1.629
H -0.080 -1.919 -0.666
H 0.723 -1.714 -2.299
H 1.440 -3.905 -1.378
H -0.207 -4.329 -0.856
H 0.190 -4.327 -2.578
C -2.768 -2.383 -0.986
C -3.990 -3.293 -1.151
H -3.076 -1.389 -0.645
H -2.134 -2.816 -0.192
H -4.526 -3.403 -0.195
H -4.711 -2.878 -1.862
H -3.737 -4.313 -1.463
C -2.393 -0.634 -3.546
C -3.513 -1.080 -4.524
H -1.654 -0.057 -4.236
H -2.770 0.124 -2.809
H -3.973 -0.156 -4.891
H -3.199 -1.593 -5.460
H -4.244 -1.678 -3.928
S 1.452 1.355 1.987
C 1.039 0.991 3.683
N -0.289 0.915 4.001
C -0.719 0.427 5.203
C 0.211 0.080 6.156
C 1.568 0.310 5.925
C 1.995 0.795 4.687
H -0.973 1.171 3.286
H -1.794 0.344 5.313
H -0.129 -0.355 7.085
H 2.303 0.112 6.706
H 3.039 0.989 4.454
*
```

Atom charges from the Mulliken analysis, given in e for atoms 1 to 2: atom 1 (C): -0.520, atom 2 (C): 0.605

=====

Entry from the Open Molecules 2025 dataset: one molecule with the formula C4H5NOS at a distorted geometry (ωB97M-V/def2-TZVPD).

Properties
Frontier orbital gap (spin up / spin down)   6.795 / 7.805 eV
ΔE to the lowest compared entry with this formula, charge and spin   101.89 kcal per mole

The geometry in ORCA input format:
```
! RIJCOSX wB97M-V def2-TZVPD def2/J DEFGRID3
* xyz 0 1
C -1.556 -0.015 -0.398
C -0.281 -0.250 0.262
C -2.814 0.324 -0.012
C 0.927 -0.839 -0.472
N 2.666 0.812 0.921
O -3.851 0.672 0.284
S 1.938 0.838 -0.450
H -1.716 -0.590 -1.336
H -0.250 0.045 1.276
H 1.464 -1.643 0.009
H 0.750 -1.000 -1.558
H 2.721 1.647 1.475
*
```

Atom charges from the Mulliken analysis, given in e for atoms 1 to 2: atom 1 (C): -0.441, atom 2 (C): -0.430

=====

Entry from the Open Molecules 2025 dataset: a 2-piece molecular cluster, C3H6N2O overall at a distorted geometry (ωB97M-V/def2-TZVPD).

Properties
Frontier orbital gap (spin up / spin down)   11.160 / 7.076 eV
<S²>   0.76
ΔE to the lowest compared entry with this formula, charge and spin   7.76 kcal per mole

The geometry in ORCA input format:
```
! RIJCOSX wB97M-V def2-TZVPD def2/J DEFGRID3
* xyz 1 2
C 0.056 -0.156 -0.776
C -0.077 0.745 -1.871
N 0.346 1.948 -1.515
C 0.723 1.826 -0.245
N 0.566 0.551 0.230
H -0.153 -1.210 -0.627
H -0.324 0.607 -2.905
H 1.181 2.601 0.310
H 0.506 0.247 1.195
H -0.705 -2.048 2.739
H -1.491 -2.520 1.518
O -0.629 -2.592 1.948
*
```

Atom charges from the Mulliken analysis, given in e for atoms 1 to 2: atom 1 (C): -0.071, atom 2 (C): -0.147